No. 1
The following is a DFT calculation (ωB97M-V/def2-TZVPD) of a structure of composition C42H47N7O4STc in a non-equilibrium geometry.

spin multiplicity: 4
LUMO level (alpha / beta): -0.025 / -0.061 Eh
gap between HOMO and LUMO (alpha / beta): 5.51 / 5.26 eV
calculated total energy: -2792.00652 hartree
HOMO energy (alpha / beta): -6.2 / -6.9 eV

Geometry (Å):
C (2.721, -1.116, 3.300)
N (1.572, -0.413, 1.427)
H (6.803, -0.227, -2.561)
H (-2.299, -4.085, 5.798)
H (5.479, 0.486, 2.193)
H (-4.399, 0.454, 0.845)
H (3.604, -0.358, -5.277)
H (-6.505, -2.149, 2.710)
C (3.014, -3.263, 4.589)
H (6.923, -1.530, 2.079)
C (-0.280, 3.080, 2.634)
C (-1.611, 2.120, 1.153)
H (-4.916, 0.893, -4.271)
N (1.551, 0.634, -1.333)
C (-2.658, -0.492, 1.535)
H (3.906, 2.071, -4.778)
C (-5.250, -1.063, -3.423)
N (0.333, -1.906, -0.690)
C (-2.230, 0.946, -3.725)
C (0.255, -1.465, 3.205)
C (-3.276, 0.445, -3.001)
C (2.848, 0.369, -5.573)
C (2.900, -0.149, 1.276)
C (5.111, 1.129, -2.366)
C (2.689, 1.267, -3.235)
N (-1.336, -0.713, 1.494)
C (-2.848, 3.452, 2.922)
H (-4.676, -1.635, -4.153)
C (3.499, 0.376, 0.134)
H (3.145, -3.680, 5.589)
C (-4.710, -0.969, 3.057)
C (5.844, -1.627, 1.955)
C (-3.251, -0.985, 2.718)
H (2.094, -3.666, 4.164)
C (0.454, -2.992, -1.138)
C (-2.808, 1.727, 0.330)
H (-1.842, 4.849, 3.786)
C (-2.714, 0.069, -1.750)
C (0.205, 1.115, -3.325)
H (-3.259, -4.034, 4.311)
C (-2.218, 0.438, -6.185)
H (5.621, -1.668, 0.888)
H (-4.829, -1.032, 4.140)
O (-3.483, -0.385, -0.751)
H (5.408, -0.925, -1.717)
C (-1.062, 0.825, -2.890)
O (-3.914, 2.953, 2.701)
C (-2.296, -2.152, 4.815)
H (-5.415, -2.062, 1.314)
H (3.844, -3.600, 3.967)
C (1.439, -1.016, 2.653)
H (5.526, -2.570, 2.400)
H (5.539, 1.604, -1.480)
C (5.713, -0.273, -2.537)
H (4.572, 0.509, 0.173)
H (-3.195, 2.100, -5.214)
N (-1.405, 0.276, -1.655)
O (-2.734, 4.487, 3.775)
H (-2.220, 0.882, -7.181)
H (2.189, 2.347, -5.010)
O (-3.320, 2.535, -0.393)
C (5.114, -0.451, 2.619)
H (-1.499, -4.082, 4.216)
H (0.205, 3.584, 3.454)
H (-5.282, 0.906, -2.545)
C (-2.275, 1.523, -5.103)
H (5.360, -0.434, 3.683)
C (-1.028, -1.308, 2.699)
C (-2.341, -3.685, 4.784)
H (-1.449, 2.222, -5.238)
H (-5.167, -1.563, -2.458)
S (0.620, -4.451, -1.742)
Tc (0.069, -0.125, -0.038)
H (1.873, -0.112, -5.486)
H (-1.441, -1.831, 5.415)
H (5.366, -0.725, -3.466)
H (2.187, -1.417, 5.339)
N (0.416, 2.336, 1.769)
C (-3.371, 0.304, 0.511)
C (2.891, 0.675, -1.076)
C (3.620, 1.074, -2.253)
H (1.401, 2.116, 1.774)
C (-4.732, 0.376, -3.328)
H (5.390, 1.744, -3.222)
H (3.015, 0.635, -6.618)
H (-3.078, -0.228, -6.102)
H (0.276, 1.459, -4.349)
H (-5.162, -0.025, 2.747)
H (-6.298, -1.074, -3.728)
N (-0.377, 1.740, 0.865)
C (2.967, -1.731, 4.641)
H (-1.314, -0.162, -6.077)
H (-3.189, -1.777, 5.319)
H (3.915, -1.359, 5.035)
C (2.922, 1.611, -4.673)
C (-5.458, -2.137, 2.401)
H (-5.002, -3.085, 2.690)
C (3.630, -0.550, 2.451)
C (1.410, 0.998, -2.641)
C (-2.216, -1.534, 3.454)
C (-1.610, 2.974, 2.271)
H (0.326, -1.921, 4.185)

Mulliken atomic charge list, values in e, 5 entries: 0.391 1.005 0.377 0.406 0.384

---

No. 2
The following is a DFT calculation (ωB97M-V/def2-TZVPD) of a structure of composition C42H48BBrF4N8NaO4P2.

spin multiplicity: 2
LUMO level (alpha / beta): 0.002 / -0.067 Eh
gap between HOMO and LUMO (alpha / beta): 8.32 / 6.45 eV
calculated total energy: -6211.88016 hartree
HOMO energy (alpha / beta): -8.3 / -8.3 eV

Geometry (Å):
H (2.826, -4.087, 3.296)
H (-1.969, 1.458, 5.765)
H (-1.245, 2.754, 3.761)
H (1.514, -0.384, 3.417)
C (0.372, 4.694, 1.462)
H (-4.377, 2.501, 0.666)
H (2.806, 2.450, -2.404)
H (-3.457, 2.387, 6.018)
C (-1.341, 3.545, 0.182)
H (-6.710, 2.443, -0.095)
C (-4.604, 1.922, 3.572)
C (-3.017, 1.546, 5.481)
H (1.437, -3.346, -3.692)
N (2.302, -5.068, -1.988)
C (-2.980, -2.209, 2.047)
P (-1.806, 0.303, 2.099)
C (-4.597, 2.301, -0.372)
H (4.480, 2.395, -2.958)
N (2.219, -1.653, 1.178)
C (-2.149, 4.659, 0.365)
C (-2.295, 2.933, 3.532)
C (-6.199, 1.995, -2.133)
H (-3.141, -2.321, -1.643)
N (3.046, -3.991, -1.633)
H (0.089, 0.351, -2.192)
H (-4.974, 2.902, 3.875)
C (-4.272, -1.644, 1.479)
F (1.599, 4.758, 1.974)
H (-2.439, -0.885, -0.905)
H (-5.221, 1.157, 4.045)
C (-0.610, -2.548, -3.313)
O (-2.681, 0.515, 3.395)
C (-0.041, 3.606, 0.717)
O (-2.511, 1.044, 0.931)
C (-3.551, 2.089, -1.272)
C (3.757, 0.527, -2.243)
C (-3.850, 1.820, -2.606)
C (-0.364, 3.603, -4.220)
H (5.073, -3.641, -1.117)
H (2.054, -1.677, 4.496)
H (-1.565, -3.793, 1.702)
C (2.642, -7.450, -2.433)
C (-1.742, 5.752, 1.119)
H (-5.389, 1.555, -4.069)
H (-3.056, 1.649, -3.318)
C (4.337, -4.353, -1.450)
C (0.698, -2.885, -3.060)
H (-3.451, -1.638, 4.086)
H (-1.159, -2.680, -4.229)
C (-3.112, -2.510, 3.532)
C (-5.170, 1.770, -3.032)
C (-2.515, -3.445, 1.296)
C (2.650, -3.457, 2.442)
H (2.820, -4.785, 0.664)
N (2.394, -2.730, 0.373)
C (4.547, -0.294, -3.060)
H (4.507, -2.516, -3.111)
O (-0.374, 0.637, 2.251)
H (-0.479, 4.518, -4.786)
N (3.246, -1.499, -1.748)
C (-5.910, 2.265, -0.801)
C (-2.436, -1.503, -1.802)
Na (0.430, -0.498, 0.628)
H (-3.832, -3.318, 3.670)
H (-3.536, 0.634, 5.777)
C (3.787, 2.022, -2.204)
C (3.136, -6.091, -2.056)
H (-2.815, -0.915, -2.637)
H (-4.188, -1.461, 0.410)
H (-2.624, 3.831, 4.055)
C (-0.896, 2.263, -2.298)
B (2.401, -2.674, -1.175)
F (-2.563, 6.791, 1.292)
H (1.631, -7.378, -2.827)
Br (1.249, 2.288, 0.378)
C (-3.149, 1.760, 3.982)
H (-3.254, -4.240, 1.401)
H (3.283, -7.907, -3.188)
H (-2.151, -2.830, 3.933)
C (0.621, 1.422, -3.962)
H (5.337, -6.296, -1.687)
H (-5.073, -2.364, 1.646)
N (-0.106, -2.027, -1.180)
C (4.448, -5.692, -1.722)
H (1.281, 0.637, -4.307)
C (4.179, -1.571, -2.718)
H (-4.546, -0.711, 1.971)
H (2.624, -8.116, -1.568)
F (-0.082, 6.812, 2.403)
H (-2.391, 3.103, 2.460)
C (-0.057, 1.260, -2.759)
N (2.960, -0.202, -1.465)
H (0.998, 2.720, -5.622)
O (-1.880, -1.258, 1.875)
C (0.466, 2.589, -4.690)
H (4.120, 2.389, -1.233)
F (-3.367, 4.755, -0.183)
H (-4.706, 1.822, 2.491)
C (-0.482, 5.766, 1.681)
N (0.981, -2.569, -1.789)
H (3.236, -0.619, 3.728)
C (2.375, -2.080, 2.425)
C (-1.048, 3.444, -3.028)
H (-7.228, 1.957, -2.467)
C (2.286, -1.135, 3.580)
P (-1.828, 2.034, -0.725)
H (5.281, 0.007, -3.787)
H (-2.367, -3.232, 0.242)
C (-1.069, -2.020, -2.100)
H (-1.704, 4.231, -2.673)
C (2.652, -3.824, 1.119)

Mulliken atomic charge list, values in e, 5 entries: 0.448 0.408 0.375 -0.023 0.348

---

No. 3
The following is a DFT calculation (ωB97M-V/def2-TZVPD) of a structure of composition C42H48BaN7O5P2 in a non-equilibrium geometry.

LUMO level: 0.074 Eh
gap between HOMO and LUMO: 5.90 eV
calculated total energy: -3097.00113 hartree
HOMO energy: -3.9 eV
total charge: -1

Geometry (Å):
H (3.225, -2.151, -0.919)
H (2.788, -0.396, -1.028)
O (-0.654, 0.610, -1.964)
C (3.911, 2.485, -4.475)
H (1.130, -0.521, -3.994)
H (0.619, -4.790, 1.754)
H (3.934, -1.853, 1.815)
H (-1.434, 2.724, -7.081)
O (-4.310, -3.291, 2.105)
H (0.865, -1.968, 7.008)
C (-0.767, 1.658, -8.965)
H (0.111, 0.428, -10.570)
H (1.585, 1.746, 2.525)
C (2.708, -4.461, 1.179)
C (1.214, -4.197, 1.014)
C (-3.031, -0.285, 3.587)
C (0.016, 0.628, -9.458)
H (-3.077, 4.773, 5.276)
H (1.374, -0.434, 0.704)
C (-0.819, 0.841, 3.630)
H (-3.506, -0.262, 2.594)
H (1.821, -4.085, 7.273)
P (0.624, -2.541, 1.413)
C (-0.462, -0.455, -2.655)
O (-2.676, -3.336, 0.756)
O (-4.301, -1.951, 0.369)
H (-3.042, 3.733, 6.687)
H (1.442, -0.959, -9.012)
N (-0.238, -0.280, 2.951)
C (0.260, -1.204, 3.754)
H (-0.434, -0.951, -4.776)
C (0.802, -2.433, 3.203)
H (-2.873, 2.955, -3.420)
C (3.174, -0.962, 1.713)
H (0.856, 2.302, -2.180)
H (1.308, -0.418, -6.546)
Ba (-1.607, -0.542, 0.344)
H (0.161, 3.778, 5.040)
H (2.984, -5.581, 1.208)
C (-2.137, 0.900, 3.940)
C (-3.299, 2.108, -1.557)
H (-0.253, -0.235, 5.650)
H (1.582, -1.641, -1.355)
H (-3.682, 2.018, 4.856)
H (-2.486, -1.218, 3.773)
C (2.430, -1.458, -0.716)
N (-3.919, 1.133, -0.935)
C (1.965, -1.327, 0.770)
H (1.019, -5.648, -0.684)
C (1.475, 1.908, 3.590)
N (-0.621, 3.982, -0.292)
C (-5.078, 0.781, -2.921)
O (-0.615, -1.655, -2.332)
H (0.108, 4.722, -0.327)
C (0.056, -0.239, -4.057)
C (0.722, 0.150, -7.231)
H (3.720, -0.199, 1.227)
H (2.039, 1.113, 4.104)
C (-0.793, 1.912, -7.527)
H (2.745, -0.694, 2.651)
H (5.036, 2.789, -2.709)
C (-0.027, 1.155, -6.626)
H (2.700, -4.769, 5.867)
C (-4.731, 0.343, -1.666)
H (3.174, -4.113, 0.275)
H (1.304, -3.838, -0.998)
C (2.926, 2.523, -2.298)
C (0.804, -4.596, -0.358)
C (0.782, -2.039, 5.966)
C (-2.214, 2.801, -0.793)
H (-1.316, 2.373, -9.644)
C (-1.883, 3.030, 5.063)
H (-5.101, -0.602, -1.229)
H (3.147, -3.911, 2.016)
H (-3.856, -0.242, 4.297)
C (1.697, 2.317, -2.869)
N (-1.479, 3.821, -1.266)
C (1.704, -4.389, 6.249)
C (1.252, -3.414, 4.032)
P (-0.096, 1.485, -4.801)
H (2.639, 2.044, -6.116)
C (-0.516, 2.994, 4.756)
N (-3.764, -2.861, 1.142)
C (-2.440, 4.165, 5.893)
H (-0.279, -4.480, -0.523)
H (2.965, 2.587, -1.237)
C (0.195, -1.104, 5.158)
C (1.239, -3.257, 5.428)
C (-0.824, 3.185, 0.733)
C (-2.651, 1.973, 4.670)
H (1.001, -5.239, 6.298)
C (4.050, 2.577, -3.115)
H (1.950, 2.839, 3.918)
C (0.789, -0.155, -8.590)
C (1.527, 2.128, -4.274)
H (4.822, 2.620, -5.042)
H (-1.675, 4.864, 6.257)
N (-1.839, 2.363, 0.419)
H (-5.835, 0.262, -3.485)
C (-3.499, 2.325, -2.895)
C (0.015, 1.926, 4.009)
C (2.687, 2.266, -5.097)
H (1.612, -4.365, 3.641)
N (-4.457, 1.750, -3.581)
H (-0.195, 3.113, 1.637)

Mulliken atomic charge list, values in e, 5 entries: 0.364 0.164 -0.088 -0.580 0.385

---

No. 4
The following is a DFT calculation (ωB97M-V/def2-TZVPD) of a structure of composition C42H48CaN5O3S2Te in a non-equilibrium geometry.

spin multiplicity: 2
LUMO level (alpha / beta): 0.137 / 0.134 Eh
gap between HOMO and LUMO (alpha / beta): 5.28 / 5.19 eV
calculated total energy: -3870.90418 hartree
HOMO energy (alpha / beta): -1.6 / -1.6 eV
total charge: -2

Geometry (Å):
C (-3.979, 3.306, -4.055)
C (-3.107, -1.908, 0.081)
H (4.255, -3.939, -2.286)
H (-2.346, 5.626, -0.887)
C (-1.227, 3.035, -4.246)
C (-4.905, 5.191, -0.498)
H (-2.348, -0.934, -2.202)
H (-3.821, 2.100, -2.289)
H (-7.871, 6.397, 3.645)
H (-1.379, 4.238, -6.013)
H (5.066, -4.143, 1.921)
H (-0.156, 2.893, -4.319)
C (2.498, -2.628, 0.272)
H (-8.326, 4.805, 4.255)
C (-0.904, -3.072, -0.057)
C (-4.141, -2.297, -0.781)
H (1.637, -1.332, 2.639)
H (0.604, -3.762, 1.287)
C (-4.489, 3.663, 1.531)
C (-3.297, 3.918, -5.098)
H (2.452, 6.058, 3.508)
H (-0.040, 2.139, 3.858)
H (-3.723, 1.366, 2.938)
C (-4.810, -1.507, 1.732)
C (3.441, 2.054, -1.281)
H (-4.273, 4.512, -1.064)
C (-6.105, 3.743, 3.335)
H (0.753, 2.552, -0.107)
C (-0.779, 4.968, 0.444)
C (-1.064, 1.719, -2.156)
H (-1.537, -3.875, 0.339)
H (3.027, -2.830, 2.336)
H (-5.057, 3.395, -3.981)
C (4.785, -4.138, -0.221)
C (-4.962, 3.176, 2.762)
C (-3.283, 2.583, -3.095)
O (4.310, 2.708, -1.860)
C (-1.902, 2.455, -3.176)
H (-3.891, -2.626, -1.779)
H (-5.063, -1.186, 2.735)
H (-8.893, 5.344, 2.672)
H (5.674, -4.724, -0.431)
C (3.989, -3.703, -1.263)
H (0.926, 4.272, 3.829)
N (2.775, 2.700, -0.210)
H (-1.307, 4.388, -1.558)
C (4.449, -3.820, 1.091)
Ca (1.170, -0.016, -1.252)
H (-6.852, -1.843, 1.177)
C (-6.377, 5.189, 1.477)
C (2.044, 6.405, 2.559)
H (-1.590, 2.879, 4.230)
H (-0.712, -1.612, -2.240)
C (0.172, -2.802, 0.987)
C (3.306, -3.072, 1.317)
H (2.817, 3.706, -0.254)
C (2.826, -2.936, -1.065)
H (-0.324, -2.361, 1.847)
C (-1.257, 3.916, 1.260)
C (-3.437, -1.494, 1.406)
C (-5.815, -1.876, 0.857)
H (-0.712, 6.043, -1.406)
N (1.285, -1.887, 0.585)
C (0.899, 5.536, 2.111)
C (1.486, -0.886, 1.649)
H (2.347, -0.259, 1.407)
H (1.551, 2.296, 1.296)
H (-2.068, -2.676, -2.446)
S (-2.330, -0.936, 2.642)
C (-8.043, 5.356, 3.358)
H (-6.241, -2.573, -1.142)
C (-1.318, 5.272, -0.928)
O (3.075, 0.848, -1.498)
H (-0.420, -3.444, -0.963)
C (-5.242, 4.654, 0.874)
H (0.640, 6.546, 0.240)
H (-5.819, 5.362, -1.072)
H (-3.839, 4.494, -5.838)
H (-6.450, 3.355, 4.290)
C (-5.482, -2.282, -0.425)
N (-1.763, -1.933, -0.453)
H (-1.465, 1.696, 2.931)
S (1.885, -2.422, -2.458)
Te (-2.785, 2.589, 0.541)
C (-0.956, 2.531, 3.412)
H (-4.386, 6.150, -0.425)
C (-0.620, 3.664, 2.482)
C (-1.730, -1.780, -1.902)
C (0.438, 4.489, 2.883)
H (1.722, 7.442, 2.688)
C (0.278, 5.753, 0.887)
H (2.852, 6.403, 1.824)
H (0.582, -0.278, 1.715)
N (1.589, 2.134, 0.299)
H (-5.098, 1.451, 4.025)
C (-1.918, 3.777, -5.194)
O (-0.145, 0.976, -2.657)
H (-6.939, 5.955, 0.949)
C (-6.817, 4.757, 2.720)
H (-3.679, 2.442, 4.326)
C (-4.324, 2.047, 3.538)
N (-1.171, 1.917, -0.875)

Mulliken atomic charge list, values in e, 5 entries: -0.829 -0.760 0.376 -0.200 -0.341

---

> Which of these has the highest calculated total energy?

C42H47N7O4STc

---

> Which of these has the highest calculated total energy?

C42H47N7O4STc

---

> Number 1 is which compound?

C42H47N7O4STc